Computed, not measured: the molecule C3H6O2, with the ωB97M-V functional and the def2-TZVPD basis.

Calculated values
- LUMO level: 0.85 eV
- Structure (SMILES): CC(=O)CO
- Calculated total energy: -268.3781 hartree
- Kohn-Sham gap: 11.120 eV
- HOMO: -10.27 eV
- Charge: 0
- Energy relative to the best compared isomer or geometry (same formula, charge and spin): 0.738 eV

Last column: natural (NBO) charge in e.
Cartesian coordinates (Å):
O: -1.20181 0.52902 1.81021  -0.709
O: 0.44333 -1.28812 0.95910  -0.557
C: -0.89912 0.57512 0.45026  -0.165
C: 1.00049 -0.28330 -1.13061  -0.721
C: 0.21119 -0.41987 0.14072  0.574
H: 0.34579 -0.30296 -2.00852  0.236
H: 1.52429 0.68026 -1.13363  0.239
H: -1.77204 0.30910 -0.17264  0.186
H: -0.78032 -0.29174 2.12106  0.488
H: 1.72734 -1.09613 -1.18683  0.242
H: -0.59915 1.58860 0.15087  0.187